(1)
{"formula": "C20H24GaN2PtS2", "method": "the ωB97M-V functional and the def2-TZVPD basis", "symbols": ["C", "C", "Ga", "C", "C", "C", "S", "C", "S", "N", "C", "C", "C", "C", "C", "C", "C", "C", "C", "C", "C", "C", "C", "N", "C", "H", "H", "H", "H", "H", "H", "H", "H", "H", "H", "H", "H", "H", "H", "H", "H", "H", "H", "H", "H", "H", "H", "H", "H", "Pt"], "xyz": [[2.598876, -3.699207, 1.654426], [3.254825, -2.724918, 1.316566], [4.079731, -1.031652, 0.821700], [3.206255, 0.487800, 1.830312], [2.710680, 1.522781, 0.825369], [1.469369, 1.161259, -0.017672], [0.570254, -0.330291, 0.497332], [-0.959317, 0.413655, 1.112478], [-0.981792, 0.924888, 2.634206], [-1.989854, 0.436955, 0.144863], [-2.482623, 1.771134, -0.159151], [-3.172843, 2.580398, 0.733590], [-3.629228, 3.824101, 0.325238], [-3.421422, 4.264225, -0.973310], [-2.723637, 3.467833, -1.865829], [-2.264019, 2.224804, -1.450239], [-3.045072, -0.539735, 0.374948], [-3.317016, -1.404519, -0.672770], [-4.327315, -2.351018, -0.575847], [-5.058463, -2.448653, 0.597799], [-4.787294, -1.582056, 1.643627], [-3.781149, -0.632270, 1.547723], [4.340075, -0.831583, -1.130291], [4.502658, -2.153832, -1.774996], [4.025700, -2.118521, -3.175063], [2.003752, -4.473851, 2.080971], [5.617058, -1.210534, 1.571171], [2.455591, 0.135027, 2.531775], [3.973128, 0.980694, 2.428603], [2.491800, 2.422456, 1.399650], [3.516360, 1.762571, 0.131805], [0.758228, 1.979202, 0.058649], [1.692614, 1.068743, -1.076292], [-3.368344, 2.249033, 1.740808], [-4.149234, 4.434103, 1.047968], [-3.810913, 5.225368, -1.272817], [-2.532535, 3.772455, -2.882735], [-1.727948, 1.595547, -2.145698], [-2.734037, -1.333132, -1.578596], [-4.517953, -2.985834, -1.426995], [-5.833982, -3.192786, 0.693273], [-5.348135, -1.619082, 2.565392], [-3.599610, 0.038528, 2.372768], [3.433332, -0.348857, -1.520931], [5.183851, -0.192385, -1.384496], [3.835160, -2.740783, -1.288941], [2.992883, -2.453795, -3.255489], [4.628083, -2.793894, -3.779241], [4.143367, -1.128059, -3.603904], [6.080116, -2.422302, 2.328313]], "atomic_forces_ev_per_a": [[0.4, 0.2, 0.5], [1.1, -0.5, 0.3], [-2.7, 1.0, -1.2], [1.3, 0.2, 0.4], [-0.1, -0.4, -0.1], [-0.3, 0.4, 0.2], [0.1, -0.4, -0.3], [0.3, -0.2, 0.0], [-0.1, 0.2, 0.1], [-0.4, 0.4, 0.7], [0.0, 0.1, -0.3], [0.0, -0.1, 0.0], [0.1, -0.2, 0.1], [0.0, 0.1, 0.0], [0.0, -0.3, 0.2], [0.2, 0.1, -0.2], [0.2, -0.3, -0.3], [-0.1, -0.1, -0.2], [0.2, 0.2, 0.1], [0.0, 0.0, -0.1], [0.1, 0.1, 0.2], [0.0, 0.1, -0.2], [0.5, -0.8, -0.2], [-0.6, 0.5, 0.3], [0.6, -0.5, 0.0], [-0.2, -0.1, -0.2], [1.3, 0.6, 0.4], [-0.2, -0.3, -0.2], [0.0, 0.1, 0.1], [0.0, 0.1, 0.0], [0.1, 0.2, 0.0], [-0.1, 0.1, -0.1], [0.1, -0.2, -0.1], [0.0, 0.0, 0.1], [-0.1, 0.1, -0.1], [0.0, 0.1, -0.1], [-0.1, 0.2, -0.1], [0.0, -0.1, 0.0], [0.1, 0.1, -0.1], [-0.1, -0.2, 0.0], [-0.1, 0.0, 0.0], [-0.1, -0.2, 0.0], [0.1, 0.0, 0.1], [-0.1, 0.3, 0.3], [0.0, 0.1, -0.1], [0.3, -0.4, 0.0], [-0.2, 0.2, -0.1], [0.0, -0.1, -0.1], [-0.1, 0.1, 0.0], [-1.2, -0.7, -0.2]], "gap_ev": 2.44, "lumo_ev": -8.052, "multiplicity": 1, "charge": 1, "max_force_ha_per_bohr": 0.0595}


(2)
{"formula": "C2HClFNO3", "method": "the ωB97M-V functional and the def2-TZVPD basis", "symbols": ["C", "C", "N", "O", "O", "O", "F", "Cl", "H"], "xyz": [[0.444896, -1.025980, -1.440151], [0.200338, 0.004867, -0.410047], [0.092035, 1.398657, -0.878597], [0.725523, -1.104445, -2.598814], [-1.006725, 1.557509, -1.396913], [0.990814, 2.177981, -0.860609], [0.404786, -2.200411, -0.777335], [2.929248, 0.346840, 0.395315], [0.181710, -0.325209, 0.596698]], "atomic_forces_ev_per_a": [[0.7, -1.5, -0.9], [1.8, 0.6, -1.7], [-1.2, -0.9, -0.7], [-0.6, 1.7, 1.1], [0.2, 0.0, 0.4], [0.3, 0.3, 0.4], [-0.2, -0.3, 0.7], [-0.5, -0.3, -0.1], [-0.4, 0.4, 0.9]], "gap_ev": [8.93, 6.94], "lumo_ev": [-3.168, -4.221], "multiplicity": 1, "de_lowest_ev": 2.9126, "max_force_ha_per_bohr": 0.0492}


(3)
{"formula": "C27H31Cl2N2O8S4Si2W", "method": "the ωB97M-V functional and the def2-TZVPD basis", "symbols": ["W", "S", "C", "N", "C", "C", "C", "C", "C", "C", "S", "H", "H", "H", "H", "C", "Si", "C", "C", "C", "C", "C", "C", "C", "C", "N", "Si", "C", "C", "C", "H", "H", "H", "H", "H", "H", "H", "H", "H", "H", "H", "H", "H", "H", "H", "H", "H", "H", "H", "H", "H", "H", "O", "S", "O", "O", "C", "C", "C", "C", "C", "C", "S", "O", "O", "O", "H", "H", "H", "H", "Cl", "C", "Cl", "C", "O", "O", "H"], "xyz": [[0.246903, 0.202290, 0.846819], [1.741023, 2.309202, 0.872429], [2.856695, 0.981283, 1.026331], [2.259062, -0.219784, 1.216917], [3.060071, -1.076749, 1.942203], [2.800061, -2.421877, 2.204185], [3.713714, -3.159980, 2.933641], [4.893376, -2.587632, 3.403271], [5.175002, -1.257058, 3.140155], [4.257903, -0.517668, 2.410947], [4.377295, 1.146546, 1.929931], [1.881804, -2.863899, 1.852017], [3.502985, -4.200187, 3.147256], [5.599034, -3.181556, 3.969959], [6.087803, -0.790912, 3.488581], [3.253601, 1.989390, -2.249705], [2.308473, 0.352011, -2.099127], [3.467611, -1.024586, -1.475186], [2.056133, -0.173807, -3.921101], [0.555400, 0.423044, -1.322785], [0.088408, -0.979199, -1.438721], [-0.613081, -1.566561, -2.486981], [-0.997289, -2.887118, -2.393553], [-0.681967, -3.592395, -1.235426], [0.005881, -2.958771, -0.231297], [0.442626, -1.692364, -0.322356], [-0.654699, 1.724946, -2.010140], [-2.498266, 1.291383, -1.917987], [-0.413049, 2.037125, -3.890589], [-0.378635, 3.487379, -1.360496], [4.204753, 1.811624, -2.760010], [3.459274, 2.448550, -1.289319], [2.687264, 2.708759, -2.846747], [4.281164, -0.615546, -0.871287], [3.915850, -1.556834, -2.317193], [2.936251, -1.751804, -0.863706], [3.014029, -0.411751, -4.390834], [1.587628, 0.616264, -4.509654], [1.425567, -1.062367, -3.991266], [-0.869415, -0.963056, -3.347427], [-1.566759, -3.352129, -3.187123], [-0.998789, -4.617259, -1.104191], [0.228338, -3.474425, 0.693998], [-2.664682, 0.232143, -1.746092], [-3.019096, 1.561974, -2.838893], [-2.962307, 1.836130, -1.096831], [-0.452039, 1.128026, -4.495821], [0.540691, 2.533346, -4.090543], [-1.205092, 2.702026, -4.247868], [-0.671200, 3.584389, -0.317176], [-0.967478, 4.195742, -1.950139], [0.672169, 3.772072, -1.434038], [-2.853658, -2.054976, 1.696609], [-2.857395, -1.171769, 0.569769], [-3.242499, -1.785589, -0.679551], [-1.578231, -0.384011, 0.383337], [-4.042556, 0.149962, 0.788294], [-5.308778, -0.034202, 0.267165], [-6.248654, 0.983183, 0.313211], [-5.910603, 2.207321, 0.886099], [-4.652877, 2.406811, 1.412378], [-3.698187, 1.395598, 1.345433], [-2.164644, 1.622897, 2.140198], [-2.039071, 0.368256, 2.877861], [-2.255108, 2.764661, 3.005723], [-1.039386, 1.780016, 1.127898], [-5.528647, -0.989019, -0.192518], [-7.238825, 0.831443, -0.093698], [-6.648694, 2.998191, 0.917266], [-4.358296, 3.333408, 1.887446], [1.348781, -1.137436, 5.305142], [-0.244934, -0.698659, 4.638976], [-1.396316, -2.000716, 4.857515], [-0.024340, -0.358106, 3.163291], [0.556034, 0.744718, 2.898136], [0.037067, -1.271579, 2.283393], [-0.580183, 0.181225, 5.173596]], "atomic_forces_ev_per_a": [[4.3, 0.6, -0.4], [0.5, -1.0, -1.0], [-1.0, -0.1, 2.5], [1.8, 1.6, -0.9], [0.2, -0.6, 0.0], [0.0, 0.0, 0.0], [-0.2, -0.1, -0.1], [0.1, 0.2, 0.0], [0.1, -0.2, 0.0], [-0.1, 0.2, -0.2], [-0.2, -0.2, -0.6], [0.0, 0.0, 0.0], [0.0, 0.0, 0.0], [0.0, 0.0, 0.0], [0.0, -0.1, 0.0], [-0.2, -0.2, 0.1], [-0.1, 0.0, -0.8], [-0.1, 0.3, 0.2], [0.0, 0.2, 0.1], [-0.9, 0.2, -0.8], [1.0, 0.0, 0.0], [-0.2, -0.3, -0.2], [0.1, 0.3, 0.1], [0.0, -0.2, -0.1], [0.4, 0.0, 0.5], [-0.9, 0.4, -1.3], [0.2, 0.4, -1.0], [0.3, 0.0, 0.2], [0.0, -0.1, 0.1], [0.0, -0.3, 0.2], [0.0, -0.1, 0.0], [0.1, 0.1, 0.1], [0.0, 0.0, 0.0], [0.0, 0.0, 0.1], [-0.1, 0.1, -0.1], [0.0, -0.1, 0.0], [0.1, 0.0, 0.1], [0.1, -0.1, 0.0], [0.1, 0.0, 0.0], [0.0, 0.0, 0.0], [0.0, 0.0, 0.0], [0.0, 0.0, 0.0], [-0.1, 0.0, 0.1], [-0.1, -0.1, -0.1], [0.1, 0.1, -0.1], [-0.1, 0.0, 0.0], [0.0, 0.0, 0.0], [0.0, 0.0, 0.0], [0.0, 0.0, 0.1], [0.0, 0.0, 0.0], [0.0, -0.1, -0.1], [0.0, 0.0, -0.1], [-0.1, 0.1, 0.1], [0.5, -0.2, -0.1], [-0.1, 0.1, -0.1], [-3.4, -1.9, -1.0], [0.4, 0.8, 0.2], [-0.1, -0.3, 0.0], [0.2, 0.3, 0.2], [-0.5, -0.3, -0.3], [0.8, -0.1, 0.1], [-1.1, -0.4, -0.6], [1.3, -0.3, 1.9], [-0.4, 0.3, -0.1], [-0.3, 0.6, -0.6], [-1.6, 1.4, 0.6], [-0.1, 0.0, 0.0], [0.0, 0.0, 0.0], [0.0, 0.0, 0.0], [-0.1, 0.0, 0.0], [0.1, 0.0, 0.1], [-0.2, 0.1, -0.3], [-0.1, -0.1, 0.0], [2.4, -0.6, 1.3], [-1.4, -0.3, 0.8], [-1.6, -0.3, 1.1], [-0.1, 0.0, -0.1]], "gap_ev": [5.76, 5.76], "lumo_ev": [2.423, 2.423], "multiplicity": 1, "charge": -1, "de_lowest_ev": 2.0880, "max_force_ha_per_bohr": 0.0852}


(4)
{"formula": "C6H18NO2", "method": "the ωB97M-V functional and the def2-TZVPD basis", "symbols": ["C", "C", "C", "C", "C", "C", "N", "H", "H", "H", "H", "H", "H", "H", "H", "H", "H", "H", "H", "H", "H", "H", "H", "O", "H", "H", "O"], "xyz": [[-1.066704, 0.440369, -1.511423], [-2.097840, 0.574796, -0.450666], [-1.807068, 1.296346, 0.860886], [-0.977211, 0.431439, 1.925275], [0.439739, 0.897535, 2.111926], [1.088272, 0.919045, 3.270786], [0.223059, -0.270641, -1.095071], [-1.550819, -0.055934, -2.345714], [-0.618057, 1.410889, -1.807883], [-2.370802, -0.531748, -0.258714], [-3.067088, 0.917036, -0.784551], [-2.704173, 1.529327, 1.419940], [-1.262018, 2.237364, 0.802150], [-1.523781, 0.697683, 2.818572], [-1.053427, -0.606902, 1.584608], [0.747812, 1.379194, 1.190758], [2.050618, 1.472425, 3.307368], [0.812743, 0.583064, 4.244704], [0.691176, 0.133809, -0.278987], [0.929881, -0.266707, -1.866064], [0.098839, -1.280082, -0.828849], [2.522459, -1.101833, -3.143410], [1.419326, -0.232219, -4.093852], [1.626076, -0.874301, -3.401762], [2.070824, -3.282641, -0.440742], [1.083578, -2.603178, 0.453589], [1.727046, -2.385845, -0.282258]], "atomic_forces_ev_per_a": [[1.7, 1.5, -0.2], [-1.0, -2.2, 1.7], [1.5, -1.0, 1.2], [-0.8, 0.8, -1.0], [-1.2, -0.2, 0.3], [1.8, 1.6, -1.0], [-0.8, -0.6, 0.1], [0.6, -0.2, -0.3], [-0.8, -0.3, -0.3], [0.4, 1.5, 0.4], [0.0, 0.5, -1.0], [-0.5, 0.0, -0.5], [-0.1, 0.2, -0.7], [0.0, -1.0, 0.7], [0.0, -0.1, 0.7], [1.1, 0.2, 0.3], [-0.5, -0.6, -0.2], [-0.8, -0.5, 0.2], [-0.2, 0.2, 0.0], [-0.4, -0.3, -0.1], [-0.1, 0.2, -0.3], [0.5, 0.5, -0.7], [1.2, -0.1, -0.1], [-1.6, -0.3, 0.7], [0.2, 0.2, -0.3], [0.3, 0.4, -0.4], [-0.4, -0.6, 0.8]], "gap_ev": [3.36, 10.32], "lumo_ev": [0.644, 0.436], "multiplicity": 2, "de_lowest_ev": 0.9795, "max_force_ha_per_bohr": 0.0572}


(5)
{"formula": "C23H24IrN6OS2Si", "method": "the ωB97M-V functional and the def2-TZVPD basis", "symbols": ["Ir", "N", "C", "O", "C", "C", "H", "H", "H", "H", "H", "H", "C", "Si", "C", "C", "C", "C", "C", "C", "N", "C", "S", "H", "H", "H", "H", "H", "H", "H", "H", "H", "H", "H", "H", "S", "N", "C", "C", "C", "C", "C", "N", "C", "C", "N", "C", "C", "C", "C", "C", "N", "H", "H", "H", "H", "H", "H"], "xyz": [[0.601344, -0.263625, 0.974857], [2.093235, -0.109136, 4.798889], [1.857079, -0.006920, 3.506087], [0.722552, -0.324084, 3.049907], [2.903005, 0.493247, 2.557166], [2.671876, -0.196248, 1.204923], [1.364758, -0.425253, 5.421937], [2.983341, 0.150528, 5.190001], [3.908655, 0.343833, 2.954824], [2.751034, 1.573259, 2.469435], [3.059822, -1.209180, 1.270164], [3.209959, 0.312539, 0.405211], [0.630297, 4.380128, -4.335343], [0.657693, 4.010647, -2.515861], [-0.856351, 4.659620, -1.645658], [2.241189, 4.572088, -1.712183], [0.609038, 2.085819, -2.358043], [0.563386, 1.251749, -3.487231], [0.537333, -0.127422, -3.371244], [0.555779, -0.713854, -2.105866], [0.598127, 0.049146, -1.028268], [0.620770, 1.400529, -1.146973], [0.650425, 2.032215, 0.466749], [0.659395, 5.461430, -4.482734], [-0.278429, 4.013200, -4.816970], [1.494484, 3.959344, -4.853235], [-0.901953, 5.745641, -1.748854], [-0.846129, 4.434443, -0.577310], [-1.770984, 4.248801, -2.077393], [2.340799, 5.655038, -1.808319], [3.111275, 4.115778, -2.187711], [2.268418, 4.335580, -0.646759], [0.549994, 1.696021, -4.474131], [0.504435, -0.760661, -4.246652], [0.545499, -1.785953, -1.962342], [-4.588316, -5.751849, 1.101004], [-4.785104, -4.155183, 1.099817], [-3.574268, -3.622691, 1.066312], [-3.272737, -2.205484, 1.056858], [-4.239145, -1.198416, 1.080842], [-3.829460, 0.116493, 1.081946], [-2.468101, 0.402582, 1.056187], [-1.539841, -0.549908, 1.023201], [-1.928127, -1.838698, 1.026604], [-0.857397, -2.828099, 0.994791], [0.421484, -2.368056, 0.947829], [1.411562, -3.256863, 0.893311], [1.195972, -4.630553, 0.901599], [-0.091371, -5.108151, 0.959726], [-1.144005, -4.192912, 0.998232], [-2.539200, -4.585433, 1.040757], [-2.983660, -5.832037, 1.052893], [-5.287501, -1.465668, 1.103645], [-4.545318, 0.925305, 1.107508], [-2.116693, 1.424969, 1.078187], [2.413692, -2.870182, 0.819896], [2.043854, -5.298788, 0.861573], [-0.307450, -6.168640, 0.966204]], "atomic_forces_ev_per_a": [[0.4, 0.9, -0.2], [0.0, 0.0, 0.0], [0.0, 0.1, 0.0], [0.0, -0.1, -0.1], [0.0, -0.1, 0.0], [-0.3, 0.0, -0.1], [0.0, 0.0, 0.0], [0.0, 0.0, 0.0], [0.0, 0.0, 0.0], [0.0, 0.0, 0.0], [0.2, 0.0, -0.1], [0.0, 0.0, 0.0], [0.0, 0.0, 0.0], [0.0, 0.0, 0.0], [0.0, 0.0, 0.0], [0.0, 0.0, 0.0], [0.0, 0.0, 0.1], [0.0, 0.0, 0.0], [0.0, 0.0, 0.0], [0.0, 0.0, -0.1], [-0.1, -0.2, 0.0], [0.0, 0.1, -0.4], [0.0, -1.0, 0.6], [0.0, 0.0, 0.0], [0.0, 0.0, 0.0], [0.0, 0.0, 0.0], [0.0, 0.0, 0.0], [0.0, 0.0, 0.0], [0.0, 0.0, 0.0], [0.0, 0.0, 0.0], [0.0, 0.0, 0.0], [0.0, 0.0, 0.0], [0.0, 0.0, 0.0], [0.0, 0.0, 0.0], [0.0, 0.0, 0.0], [0.0, 0.0, 0.0], [0.0, 0.0, 0.0], [0.0, 0.0, 0.0], [0.0, -0.1, 0.0], [0.0, 0.0, 0.0], [0.0, 0.0, 0.0], [0.0, -0.1, 0.1], [-0.2, 0.2, -0.2], [0.1, 0.0, 0.0], [0.0, 0.0, 0.0], [-0.1, 0.0, 0.2], [0.0, 0.0, -0.1], [0.0, 0.0, 0.0], [0.0, 0.0, 0.0], [0.0, 0.0, 0.0], [0.0, 0.0, 0.0], [0.0, 0.0, 0.0], [0.0, 0.0, 0.0], [0.0, 0.0, 0.0], [0.0, 0.0, 0.0], [0.0, 0.0, 0.0], [0.0, 0.0, 0.0], [0.0, 0.0, 0.0]], "gap_ev": [8.33, 5.60], "lumo_ev": [-6.150, -8.867], "multiplicity": 2, "charge": 2, "de_lowest_ev": 0.0000, "max_force_ha_per_bohr": 0.0218}


Which formula does entry 1 have? C20H24GaN2PtS2